No. 1
{
  "formula": "C27H51LuN2OP3Se",
  "method": "ωB97M-V with the def2-TZVPD basis set",
  "species": ["Lu", "P", "P", "P", "H", "C", "C", "H", "C", "C", "C", "C", "C", "C", "C", "C", "C", "H", "H", "H", "H", "H", "H", "H", "H", "H", "H", "H", "H", "H", "H", "H", "H", "H", "H", "H", "H", "H", "H", "H", "H", "H", "H", "H", "H", "H", "C", "C", "C", "C", "C", "C", "Se", "H", "H", "H", "H", "H", "H", "C", "C", "N", "C", "C", "C", "O", "C", "C", "C", "C", "N", "C", "H", "H", "H", "H", "H", "H", "H", "H", "H", "H", "H", "H", "H", "H"],
  "xyz": [[-0.22, -0.82, -0.61], [2.02, 0.87, -0.57], [-1.82, 1.04, -2.06], [1.05, -1.42, -2.98], [-0.64, -3.37, 0.71], [0.16, -3.18, -0.02], [1.29, -2.48, 0.38], [1.34, -2.06, 1.39], [2.43, 1.83, 0.93], [2.05, 2.30, -1.72], [3.72, 0.25, -0.90], [-3.31, 0.06, -2.51], [-2.53, 2.50, -1.20], [-1.31, 1.69, -3.71], [2.34, -2.72, -2.97], [1.83, -0.27, -4.17], [-0.20, -2.20, -4.08], [0.14, -3.90, -0.84], [2.26, -2.55, -0.11], [2.38, 1.19, 1.82], [1.73, 2.66, 1.08], [3.44, 2.23, 0.81], [1.21, 2.96, -1.50], [1.99, 1.97, -2.76], [3.00, 2.82, -1.55], [3.97, -0.53, -0.18], [4.39, 1.12, -0.76], [3.82, -0.15, -1.92], [-4.07, 0.67, -3.01], [-3.72, -0.39, -1.59], [-2.99, -0.76, -3.17], [-3.33, 2.95, -1.80], [-1.74, 3.24, -1.01], [-2.93, 2.18, -0.23], [-2.11, 2.32, -4.13], [-1.10, 0.86, -4.39], [-0.40, 2.30, -3.59], [2.45, -3.11, -3.99], [2.06, -3.55, -2.30], [3.29, -2.31, -2.62], [2.05, -0.82, -5.09], [2.76, 0.13, -3.77], [1.16, 0.56, -4.40], [0.33, -2.72, -4.89], [-0.87, -1.44, -4.50], [-0.82, -2.92, -3.51], [-3.12, -5.18, -1.05], [-2.19, -5.66, -0.12], [-2.14, -7.00, 0.26], [-3.10, -7.90, -0.23], [-4.12, -7.43, -1.08], [-4.14, -6.08, -1.48], [-2.75, -3.35, -1.67], [-1.71, -2.58, -0.72], [-1.47, -4.97, 0.28], [-1.34, -7.32, 0.93], [-3.04, -8.95, 0.05], [-4.88, -8.14, -1.42], [-4.95, -5.74, -2.13], [1.86, 5.93, 2.83], [0.65, 5.56, 3.64], [0.38, 4.09, 3.73], [1.45, 3.33, 4.42], [1.58, 3.75, 5.88], [-0.36, 3.56, 2.69], [-0.77, 4.23, 1.73], [-0.65, 2.08, 2.75], [-0.92, 1.34, 3.91], [-0.98, -0.06, 3.82], [-0.80, -0.68, 2.59], [-0.71, 0.06, 1.44], [-0.60, 1.42, 1.53], [2.79, 5.60, 3.29], [1.90, 7.02, 2.75], [1.79, 5.53, 1.82], [0.77, 5.86, 4.69], [-0.25, 6.00, 3.22], [1.22, 2.26, 4.35], [2.41, 3.52, 3.91], [0.63, 3.61, 6.42], [2.33, 3.12, 6.37], [1.89, 4.80, 5.98], [-1.01, 1.86, 4.86], [-1.15, -0.69, 4.69], [-0.69, -1.76, 2.47], [-0.36, 1.95, 0.59]],
  "spin_multiplicity": 1,
  "de_lowest_kj_mol": 0.00,
  "largest_force_ha_per_bohr": 0.07395,
  "homo_ev": -15.828,
  "total_charge": 3
}

No. 2
{
  "formula": "C27H51N2OP3PbSe",
  "method": "ωB97M-V with the def2-TZVPD basis set",
  "species": ["Pb", "P", "P", "P", "H", "C", "C", "H", "C", "C", "C", "C", "C", "C", "C", "C", "C", "H", "H", "H", "H", "H", "H", "H", "H", "H", "H", "H", "H", "H", "H", "H", "H", "H", "H", "H", "H", "H", "H", "H", "H", "H", "H", "H", "H", "H", "C", "C", "C", "C", "C", "C", "Se", "H", "H", "H", "H", "H", "H", "C", "C", "N", "C", "C", "C", "O", "C", "C", "C", "C", "N", "C", "H", "H", "H", "H", "H", "H", "H", "H", "H", "H", "H", "H", "H", "H"],
  "xyz": [[-2.24, 0.29, -1.85], [-1.04, -2.37, 0.05], [1.98, -1.07, 0.93], [1.88, -2.12, -2.35], [-3.14, 3.30, -6.98], [-3.28, 2.25, -7.27], [-3.44, 1.27, -6.38], [-3.47, 1.35, -5.29], [-2.50, -2.27, 1.16], [-0.16, -3.71, 0.97], [-1.76, -3.47, -1.24], [3.23, 0.27, 0.77], [1.55, -0.69, 2.69], [3.14, -2.47, 1.26], [1.62, -2.24, -4.17], [2.18, -3.91, -2.01], [3.64, -1.55, -2.39], [-3.27, 2.12, -8.40], [-3.56, 0.27, -6.82], [-3.31, -1.74, 0.64], [-2.25, -1.74, 2.10], [-2.81, -3.30, 1.39], [0.19, -3.35, 1.95], [0.69, -4.11, 0.40], [-0.88, -4.53, 1.14], [-2.50, -2.94, -1.86], [-2.25, -4.31, -0.74], [-0.98, -3.87, -1.91], [3.98, 0.17, 1.57], [2.72, 1.24, 0.86], [3.73, 0.25, -0.21], [2.40, -0.94, 3.34], [0.66, -1.24, 3.02], [1.34, 0.38, 2.77], [3.73, -2.23, 2.15], [3.81, -2.65, 0.41], [2.57, -3.39, 1.44], [2.54, -2.65, -4.62], [1.42, -1.24, -4.57], [0.76, -2.89, -4.39], [2.79, -4.30, -2.82], [1.22, -4.46, -1.99], [2.70, -4.06, -1.06], [4.16, -2.18, -3.13], [4.13, -1.66, -1.42], [3.71, -0.51, -2.73], [0.87, 2.31, -3.65], [-0.37, 2.69, -4.21], [-0.43, 3.06, -5.55], [0.75, 3.25, -6.27], [1.99, 3.03, -5.67], [2.05, 2.54, -4.37], [1.03, 1.43, -1.93], [2.10, 0.55, -2.55], [-1.27, 2.71, -3.59], [-1.41, 3.24, -6.02], [0.73, 3.55, -7.32], [2.91, 3.19, -6.24], [3.01, 2.30, -3.90], [-3.31, 0.00, 6.50], [-1.96, 0.66, 6.58], [-1.62, 1.41, 5.35], [-0.58, 2.44, 5.62], [0.83, 1.93, 5.84], [-1.60, 0.72, 4.15], [-1.68, -0.52, 4.08], [-1.51, 1.54, 2.88], [-1.80, 2.90, 2.81], [-1.74, 3.55, 1.57], [-1.52, 2.79, 0.42], [-1.44, 1.43, 0.47], [-1.26, 0.86, 1.67], [-4.11, 0.71, 6.27], [-3.55, -0.44, 7.47], [-3.29, -0.81, 5.76], [-1.95, 1.43, 7.36], [-1.17, -0.09, 6.75], [-0.61, 3.17, 4.81], [-0.91, 2.98, 6.52], [1.14, 1.26, 5.04], [1.52, 2.78, 5.88], [0.92, 1.40, 6.78], [-2.14, 3.41, 3.71], [-1.82, 4.62, 1.48], [-1.46, 3.20, -0.58], [-0.98, -0.19, 1.68]],
  "spin_multiplicity": 1,
  "de_lowest_kj_mol": 435.29,
  "largest_force_ha_per_bohr": 0.06225,
  "homo_ev": [-17.780, -17.780],
  "total_charge": 4
}

No. 3
{
  "formula": "C27H51N4O3",
  "method": "ωB97M-V with the def2-TZVPD basis set",
  "species": ["C", "C", "C", "C", "C", "C", "N", "N", "C", "C", "O", "C", "H", "H", "H", "H", "H", "H", "H", "H", "H", "H", "H", "H", "H", "H", "H", "C", "C", "C", "C", "C", "C", "N", "O", "C", "C", "C", "H", "H", "H", "H", "H", "H", "H", "H", "H", "H", "H", "H", "H", "H", "H", "H", "H", "H", "C", "C", "C", "C", "C", "C", "N", "O", "C", "C", "C", "H", "H", "H", "H", "H", "H", "H", "H", "H", "H", "H", "H", "H", "H", "H", "H", "H", "H"],
  "xyz": [[-4.90, 2.31, -4.50], [-3.37, 2.33, -4.50], [-2.72, 1.41, -3.44], [-1.64, 2.15, -2.60], [-2.26, 2.71, -1.36], [-2.54, 4.08, -1.23], [-3.09, 4.61, -0.18], [-3.40, 3.79, 0.83], [-4.02, 4.44, 1.99], [-3.16, 2.48, 0.84], [-3.46, 1.83, 1.95], [-2.57, 1.89, -0.28], [-5.28, 1.74, -5.33], [-5.30, 1.91, -3.57], [-5.30, 3.31, -4.59], [-3.02, 3.34, -4.35], [-3.01, 2.01, -5.48], [-2.30, 0.51, -3.87], [-3.51, 1.10, -2.75], [-1.13, 2.92, -3.17], [-0.91, 1.41, -2.26], [-2.29, 4.75, -2.04], [-4.75, 3.79, 2.43], [-3.26, 4.75, 2.69], [-4.52, 5.33, 1.62], [-3.77, 0.94, 1.73], [-2.37, 0.83, -0.29], [2.37, -4.00, -1.78], [1.38, -3.34, -2.78], [1.33, -1.83, -2.57], [0.57, -1.41, -1.31], [-0.82, -2.04, -1.28], [-0.79, -3.56, -1.44], [0.02, -3.93, -2.64], [-0.67, -3.77, -3.72], [-0.22, -4.21, -0.17], [-2.20, -4.09, -1.60], [1.92, -3.62, -4.18], [2.57, -3.37, -0.91], [1.99, -4.95, -1.42], [3.32, -4.20, -2.25], [0.85, -1.36, -3.43], [2.35, -1.44, -2.54], [1.14, -1.68, -0.41], [0.48, -0.32, -1.28], [-1.32, -1.80, -0.33], [-1.43, -1.61, -2.08], [-0.10, -5.28, -0.30], [-0.91, -4.06, 0.66], [0.74, -3.79, 0.15], [-2.74, -3.61, -2.42], [-2.76, -3.91, -0.68], [-2.20, -5.17, -1.78], [1.92, -4.70, -4.39], [2.94, -3.26, -4.24], [1.34, -3.13, -4.95], [3.34, -0.81, 4.70], [3.12, -0.50, 3.19], [4.26, 0.37, 2.66], [4.21, 1.82, 3.14], [2.84, 2.43, 2.84], [1.68, 1.61, 3.41], [1.81, 0.18, 2.98], [1.39, 0.02, 1.77], [1.65, 1.73, 4.94], [0.36, 2.17, 2.91], [3.13, -1.83, 2.45], [4.02, -0.12, 5.18], [2.40, -0.80, 5.25], [3.75, -1.81, 4.82], [4.24, 0.37, 1.56], [5.21, -0.08, 2.95], [4.43, 1.89, 4.20], [4.98, 2.40, 2.63], [2.78, 3.44, 3.25], [2.72, 2.53, 1.76], [0.90, 1.07, 5.36], [1.40, 2.75, 5.22], [2.60, 1.50, 5.41], [0.32, 2.22, 1.82], [0.23, 3.17, 3.30], [-0.48, 1.55, 3.25], [2.30, -2.46, 2.77], [4.06, -2.35, 2.68], [3.08, -1.70, 1.37]],
  "spin_multiplicity": 3,
  "largest_force_ha_per_bohr": 0.03172,
  "homo_ev": [-10.100, -11.103],
  "total_charge": 1
}

No. 4
{
  "formula": "C27H52Cl2GdN3O4Si",
  "method": "ωB97M-V with the def2-TZVPD basis set",
  "species": ["C", "C", "H", "H", "H", "C", "C", "H", "H", "H", "H", "Gd", "Cl", "C", "O", "N", "C", "C", "H", "H", "H", "H", "H", "H", "H", "H", "H", "C", "C", "N", "H", "C", "O", "H", "H", "H", "H", "H", "H", "C", "C", "N", "H", "C", "O", "H", "H", "H", "H", "O", "C", "C", "C", "H", "C", "H", "C", "H", "C", "C", "H", "H", "H", "Si", "Cl", "C", "C", "C", "H", "H", "H", "H", "H", "H", "H", "H", "H", "C", "C", "C", "C", "H", "H", "H", "H", "H", "H", "H", "H", "H"],
  "xyz": [[-3.33, 3.86, -1.92], [-2.76, 3.97, -0.52], [-4.39, 4.12, -2.01], [-3.20, 2.81, -2.23], [-2.75, 4.44, -2.66], [-3.44, 4.28, 0.58], [-4.89, 4.66, 0.54], [-2.94, 4.27, 1.57], [-5.40, 3.93, -0.12], [-5.11, 5.67, 0.16], [-5.30, 4.57, 1.54], [0.13, -2.11, 0.22], [-0.92, -4.18, -0.84], [1.84, 0.62, 1.84], [1.20, -0.26, 1.23], [2.25, 0.52, 3.11], [1.82, -0.58, 3.95], [3.08, 1.53, 3.74], [2.13, 1.56, 1.31], [1.33, -1.35, 3.35], [1.14, -0.21, 4.72], [2.72, -0.98, 4.44], [3.43, 2.27, 3.02], [3.95, 1.05, 4.20], [2.55, 2.05, 4.54], [3.59, -5.18, -0.91], [3.72, -4.87, -3.80], [2.56, -4.86, -1.11], [2.69, -4.55, -3.61], [2.50, -3.95, -2.27], [2.20, -4.29, -0.25], [2.42, -2.65, -2.06], [2.28, -2.12, -0.91], [2.42, -3.81, -4.38], [2.40, -2.02, -2.97], [1.91, -5.72, -1.27], [2.05, -5.44, -3.75], [-3.56, 0.75, -0.28], [-4.21, 2.01, 2.49], [-4.07, 0.01, 0.35], [-4.37, 0.93, 2.67], [-3.60, 0.12, 1.73], [-3.88, -1.00, -0.03], [-2.44, -0.46, 2.07], [-1.70, -1.07, 1.26], [-4.08, 0.71, 3.70], [-2.16, -0.43, 3.14], [-5.14, 0.22, 0.36], [-5.44, 0.75, 2.54], [-1.57, 2.21, -1.00], [-1.29, 3.38, -0.40], [-1.03, 2.66, 2.09], [-0.56, 3.40, 1.00], [-1.81, 1.90, 1.97], [-0.49, 2.92, 3.35], [-0.64, 4.03, -1.06], [0.64, 4.10, 1.10], [-0.88, 2.42, 4.22], [0.55, 3.84, 3.50], [1.14, 4.40, 2.36], [1.13, 4.45, 0.19], [0.92, 4.12, 4.49], [1.99, 5.08, 2.44], [-1.84, -0.80, -3.87], [-0.65, -0.49, -1.42], [-2.99, -2.24, -3.64], [-0.31, -1.46, -4.84], [-2.75, 0.38, -4.98], [-3.65, -2.08, -2.80], [-2.48, -3.19, -3.46], [-3.63, -2.36, -4.52], [-3.79, 0.48, -4.66], [-2.72, -0.06, -5.98], [-2.30, 1.38, -5.01], [0.44, -1.93, -4.19], [0.18, -0.66, -5.40], [-0.62, -2.24, -5.57], [3.94, 2.19, -2.90], [3.20, 1.05, -2.21], [3.98, 0.59, -0.98], [1.82, 1.42, -1.88], [3.99, 3.07, -2.24], [3.44, 2.48, -3.83], [4.96, 1.88, -3.14], [3.07, 0.20, -2.92], [4.02, 1.39, -0.23], [3.53, -0.30, -0.54], [5.01, 0.35, -1.27], [1.03, 1.30, -2.62], [1.57, 1.78, -0.88]],
  "spin_multiplicity": 8,
  "de_lowest_kj_mol": 916.21,
  "largest_force_ha_per_bohr": 0.06427,
  "homo_ev": [-4.975, -5.401]
}

No. 5
{
  "formula": "C27H52NdOP2",
  "method": "ωB97M-V with the def2-TZVPD basis set",
  "species": ["Nd", "C", "C", "C", "C", "C", "C", "H", "H", "H", "C", "H", "H", "H", "C", "H", "H", "H", "C", "H", "H", "H", "C", "H", "H", "H", "C", "C", "C", "C", "C", "C", "C", "C", "H", "H", "H", "H", "H", "H", "H", "H", "H", "H", "H", "H", "P", "C", "H", "H", "H", "C", "H", "H", "H", "C", "H", "H", "H", "P", "C", "H", "H", "H", "C", "H", "H", "H", "C", "H", "H", "H", "C", "C", "C", "O", "H", "H", "H", "H", "H", "H", "H"],
  "xyz": [[-0.01, 0.05, 0.38], [-2.09, 1.66, 0.52], [-2.51, 0.76, -0.49], [-2.27, -0.42, 1.47], [-2.01, 0.95, 1.74], [-2.63, -0.52, 0.09], [-2.00, 3.14, 0.35], [-1.60, 3.40, -0.65], [-1.33, 3.59, 1.10], [-3.00, 3.62, 0.45], [-1.94, 1.53, 3.09], [-1.69, 2.59, 3.03], [-1.14, 1.02, 3.64], [-2.88, 1.41, 3.64], [-2.40, -1.51, 2.45], [-3.46, -1.69, 2.74], [-1.81, -1.28, 3.35], [-2.01, -2.46, 2.04], [-3.34, -1.70, -0.47], [-4.44, -1.61, -0.32], [-3.02, -2.63, 0.02], [-3.13, -1.80, -1.55], [-3.16, 1.23, -1.74], [-4.12, 1.71, -1.50], [-3.31, 0.43, -2.46], [-2.54, 1.98, -2.25], [1.40, 0.54, -3.01], [0.37, 1.41, -3.17], [-0.23, 1.65, -4.52], [-1.10, 0.51, -5.14], [-1.26, -0.76, -4.37], [-0.20, -1.63, -4.27], [1.12, -1.28, -4.88], [1.98, -0.16, -4.20], [0.54, 1.89, -5.27], [-0.69, 0.30, -6.14], [-0.86, 2.55, -4.47], [2.26, 0.55, -5.00], [1.82, 0.29, -2.03], [-0.08, 1.94, -2.32], [2.92, -0.62, -3.90], [1.74, -2.18, -4.88], [-0.24, -2.55, -3.69], [0.99, -0.99, -5.93], [-2.11, 0.93, -5.28], [-2.20, -0.91, -3.87], [1.70, 2.09, 1.00], [1.26, 2.82, 2.61], [2.12, 3.46, 2.92], [1.07, 2.01, 3.35], [0.33, 3.41, 2.53], [3.36, 1.38, 1.21], [3.99, 2.19, 1.64], [3.76, 1.04, 0.24], [3.34, 0.50, 1.89], [1.85, 3.50, -0.08], [2.26, 3.20, -1.05], [2.49, 4.23, 0.45], [0.84, 3.93, -0.26], [0.87, -2.53, 0.12], [-0.40, -3.72, -0.37], [0.13, -4.60, -0.80], [-1.10, -3.28, -1.10], [-0.98, -4.01, 0.54], [2.50, -2.66, -0.67], [2.44, -2.72, -1.78], [3.02, -3.54, -0.23], [3.09, -1.75, -0.43], [1.25, -3.22, 1.74], [1.48, -4.29, 1.57], [0.38, -3.11, 2.40], [2.09, -2.70, 2.23], [2.52, -0.70, 4.02], [1.01, -0.81, 3.84], [0.34, -0.29, 5.12], [0.60, -0.32, 2.56], [2.82, 0.35, 4.11], [3.03, -1.15, 3.16], [2.84, -1.23, 4.93], [0.79, -1.88, 3.81], [0.54, 0.77, 5.33], [-0.73, -0.48, 5.14], [0.76, -0.84, 5.98]],
  "spin_multiplicity": 4,
  "largest_force_ha_per_bohr": 0.05504,
  "homo_ev": [-10.428, -10.441],
  "total_charge": 1
}